This record from OMol25 describes a 6-piece molecular cluster, H11O6 overall at a distorted geometry. The level of theory is wB97M-V/def2-TZVPD.

Results
- Molar mass: 107.08 g/mol
- Highest occupied orbital energy (alpha / beta): -11.3785 / -11.3785 eV
- LUMO level (alpha / beta): 0.192 / -4.111 eV
- Energy relative to the best compared isomer or geometry (same formula, charge and spin): 11.0 kcal/mol
- 2S+1: 2

Cartesian coordinates (Å):
O (-0.02666, -3.18944, 0.99937)
O (-2.56222, -1.82740, -0.45914)
O (2.23905, 0.45905, -2.64617)
O (0.70768, -1.13227, -0.47730)
O (-1.10443, 0.64400, 0.97188)
O (0.75990, 5.37581, 1.37559)
H (0.22338, -2.46609, 0.38787)
H (-0.84976, -0.09192, 0.41310)
H (2.12478, -0.18531, -1.94227)
H (0.76797, -3.22565, 1.54955)
H (0.14730, 5.01929, 2.02523)
H (0.19667, -0.65390, -1.16931)
H (2.24191, -0.08440, -3.44163)
H (-2.80740, -2.61093, 0.05112)
H (1.61764, 5.40524, 1.81289)
H (-1.62708, -2.01400, -0.59101)
H (-2.04873, 0.57794, 1.14024)